{"formula": "C13H21K3N2O9S2", "method": "ωB97M-V/def2-TZVPD", "total_charge": 2, "orbital_gap_ev": 4.889, "spin_multiplicity": 1, "symbols": ["K", "K", "K", "C", "O", "H", "H", "H", "C", "C", "O", "S", "O", "O", "O", "H", "H", "H", "H", "C", "C", "O", "S", "O", "O", "O", "H", "H", "H", "H", "N", "C", "C", "C", "C", "H", "H", "H", "H", "H", "N", "C", "C", "C", "C", "H", "H", "H", "H", "H"], "coordinates": [[-4.0022, 17.9542, -29.5117], [-1.6287, 15.6022, -26.5781], [-2.9844, 20.5153, -26.1412], [-4.8286, 17.5204, -26.0879], [-3.5659, 17.6904, -26.7282], [-4.6864, 16.9394, -25.1766], [-5.1258, 18.3957, -25.5103], [-5.6818, 17.1076, -26.6261], [-8.3489, 15.5301, -25.2514], [-7.5807, 15.0772, -24.0133], [-8.4744, 15.2882, -22.9261], [-9.9452, 14.8634, -23.3409], [-10.9323, 15.8040, -22.8587], [-10.1778, 13.4142, -23.0123], [-9.6645, 15.0730, -24.9789], [-7.9862, 14.9452, -26.0967], [-8.3504, 16.5968, -25.4759], [-6.7700, 15.8014, -23.9339], [-7.2526, 14.0381, -24.0388], [-8.9057, 18.8866, -22.1965], [-8.5768, 18.8546, -23.7660], [-7.2380, 18.4658, -23.7354], [-6.3963, 19.3307, -22.6203], [-6.0021, 20.5827, -23.2566], [-5.4172, 18.5847, -21.8504], [-7.7301, 19.4590, -21.6342], [-9.1652, 17.8612, -21.9331], [-9.7559, 19.5517, -22.0453], [-8.7117, 19.8525, -24.1832], [-9.2917, 18.1341, -24.1634], [-8.3691, 21.6986, -28.9456], [-9.1161, 22.1242, -27.9005], [-8.7037, 21.4029, -26.8108], [-7.6329, 20.5458, -27.1716], [-7.4108, 20.8037, -28.5366], [-8.5751, 22.0049, -29.8857], [-9.9614, 22.7961, -27.9195], [-9.1261, 21.4645, -25.8188], [-7.0882, 19.8217, -26.5840], [-6.6697, 20.4121, -29.2177], [-3.0363, 14.6008, -20.3787], [-3.8847, 13.5445, -20.8018], [-4.8165, 14.0856, -21.7585], [-4.5514, 15.4542, -21.8744], [-3.4042, 15.6745, -21.0816], [-2.1904, 14.5235, -19.8322], [-3.7522, 12.5597, -20.3787], [-5.6403, 13.5358, -22.1893], [-5.0625, 16.1767, -22.4935], [-2.7850, 16.5562, -21.0068]], "forces_ev_per_angstrom": [[-0.2, -0.1, 0.4], [-0.4, 0.2, 0.3], [-0.3, -0.3, 0.3], [1.5, 0.2, 1.6], [-0.3, 0.1, -1.2], [0.0, -1.2, 0.0], [-0.6, 1.0, -0.7], [0.0, 0.1, -0.5], [-0.2, -1.6, 0.2], [0.7, 1.3, -0.5], [-0.1, 0.4, 0.4], [-2.2, -3.6, 0.5], [1.8, -0.7, -0.9], [1.1, 4.5, -1.5], [-1.3, -0.2, 1.2], [-0.1, 0.3, -0.2], [0.1, 0.0, 0.3], [0.3, -0.5, 0.6], [-0.1, 0.1, -0.1], [-0.4, 0.6, -2.7], [-1.9, 0.8, 2.9], [2.4, -0.6, -0.4], [-1.3, 0.2, 1.4], [-0.6, -1.8, 0.9], [-1.4, 0.9, -2.0], [1.6, 0.2, -0.5], [0.6, 0.1, 0.7], [0.2, 0.0, 0.4], [0.1, -0.1, -0.3], [0.7, -0.2, -0.6], [0.3, 0.6, -0.8], [-0.2, -1.0, 1.0], [0.1, -0.3, 1.1], [0.2, 0.7, -1.8], [-0.6, -0.4, 1.0], [0.5, -0.1, 0.1], [0.2, 0.0, -0.5], [0.0, 0.1, -0.1], [-0.1, 0.2, 0.2], [-0.2, 0.0, -0.1], [-1.7, -2.2, -1.6], [-0.4, 1.4, -0.7], [1.4, -1.5, 2.3], [2.0, 0.0, 0.6], [-0.6, 2.2, -0.9], [-0.3, -0.1, 0.0], [-0.2, 0.1, -0.1], [0.1, -0.1, 0.1], [0.2, 0.0, 0.2], [-0.3, 0.2, 0.1]]}

{"formula": "C13H21N2", "method": "ωB97M-V/def2-TZVPD", "total_charge": 1, "orbital_gap_ev": 6.216, "spin_multiplicity": 1, "de_lowest_kcal_mol": 57.90, "symbols": ["C", "N", "C", "C", "H", "H", "H", "H", "H", "H", "H", "H", "C", "C", "C", "C", "C", "C", "C", "C", "N", "C", "C", "H", "H", "H", "H", "H", "H", "H", "H", "H", "H", "H", "H", "H"], "coordinates": [[-1.9952, 2.1457, -2.2182], [-2.5907, 1.0808, -1.4176], [-3.9535, 1.2617, -0.9292], [-1.9223, -0.0124, -1.1694], [-2.7248, 2.9564, -2.2849], [-1.0686, 2.5052, -1.7478], [-1.7408, 1.7822, -3.2236], [-4.2919, 2.2478, -1.2569], [-4.6204, 0.4868, -1.3302], [-3.9804, 1.1975, 0.1668], [-2.4012, -0.8177, -0.6070], [-0.9273, -0.1308, -1.6098], [2.6408, -2.1700, -2.1771], [1.5341, -2.8445, -1.6471], [0.8463, -2.3144, -0.5515], [1.2602, -1.0982, -0.0009], [0.5533, -0.5393, 1.2169], [1.2950, -0.8316, 2.5533], [1.1206, 0.4377, 3.4093], [0.4692, 1.4944, 2.4965], [0.4314, 0.8923, 1.1817], [2.3653, -0.4190, -0.5175], [3.0604, -0.9609, -1.6065], [3.1787, -2.5887, -3.0305], [1.2003, -3.7852, -2.0836], [-0.0212, -2.8199, -0.1167], [-0.4392, -1.0270, 1.2794], [0.8625, -1.7183, 3.0274], [2.3588, -1.0210, 2.3674], [0.4811, 0.2323, 4.2733], [2.0914, 0.7969, 3.7626], [-0.5296, 1.7677, 2.8832], [1.0776, 2.4089, 2.4689], [-0.2042, 1.3036, 0.5106], [2.6572, 0.5347, -0.0679], [3.9271, -0.4340, -2.0035]], "forces_ev_per_angstrom": [[0.5, 0.7, -0.5], [1.4, -2.4, 0.5], [-0.8, 0.1, 0.4], [-1.0, 1.4, -0.8], [0.4, -0.1, -0.1], [-0.4, -0.1, 0.0], [-0.2, 0.0, 0.3], [-0.1, -0.3, 0.2], [0.3, 0.2, 0.0], [0.1, 0.1, -0.3], [0.2, 0.3, -0.1], [-0.2, 0.0, 0.3], [-0.1, 0.1, 0.2], [0.0, 0.1, 0.0], [0.2, 0.3, -0.3], [0.0, 0.0, 0.2], [-0.4, -0.5, 0.2], [0.0, 0.1, -0.3], [-0.1, 0.0, 0.0], [-0.1, 0.4, 0.4], [0.5, 0.4, -0.3], [0.1, -0.3, -0.5], [-0.3, 0.0, 0.2], [-0.2, 0.1, 0.3], [0.1, 0.2, 0.1], [0.3, 0.0, -0.2], [0.0, -0.1, 0.0], [0.2, 0.1, -0.1], [-0.3, 0.0, -0.1], [0.2, 0.1, -0.1], [-0.2, -0.1, 0.1], [0.2, -0.1, -0.1], [-0.2, -0.1, 0.0], [0.1, -0.2, 0.2], [0.0, -0.4, -0.2], [-0.2, -0.2, 0.0]]}

{"formula": "C13H21N2O8", "method": "ωB97M-V/def2-TZVPD", "total_charge": -1, "orbital_gap_ev": 7.939, "spin_multiplicity": 1, "symbols": ["O", "O", "O", "O", "O", "O", "O", "O", "C", "C", "C", "C", "C", "N", "N", "C", "C", "C", "C", "C", "C", "C", "C", "H", "H", "H", "H", "H", "H", "H", "H", "H", "H", "H", "H", "H", "H", "H", "H", "H", "H", "H", "H", "H"], "coordinates": [[-2.0605, -3.7833, 2.3207], [2.7421, 0.9649, -4.9821], [3.2318, 4.0727, -1.4935], [0.0971, -0.6183, -1.2040], [-1.0742, 0.5265, 1.9278], [-1.2457, 0.8839, -2.0839], [1.2762, -0.1067, -3.5976], [1.2401, 4.2286, -2.5503], [-3.0644, -3.1528, 2.0109], [2.3940, 0.6302, -3.8576], [2.1396, 3.5982, -1.7667], [-1.0230, -0.0553, -1.2972], [-1.0209, -0.6966, 1.7965], [-0.3166, -1.4643, 2.6356], [-3.0452, -2.0566, 1.2592], [-4.4208, -3.6096, 2.4888], [0.5107, -0.9566, 3.7250], [1.3370, 2.3355, 0.2518], [3.4099, 0.9938, -2.7727], [2.8711, 1.1631, -1.3449], [1.7581, 2.2233, -1.2189], [-2.2168, -0.5531, -0.4746], [-1.8265, -1.4435, 0.7126], [1.0265, -0.1518, -2.6398], [1.6708, 5.0500, -2.8188], [-0.4200, -2.4663, 2.5219], [-3.9142, -1.5944, 1.0551], [-4.2946, -4.4968, 3.1072], [-4.8786, -2.8141, 3.0731], [-5.0407, -3.8451, 1.6262], [0.8299, -1.7779, 4.3668], [-0.0630, -0.2365, 4.3119], [1.3851, -0.4544, 3.3077], [0.4621, 2.9868, 0.3464], [2.1483, 2.7456, 0.8608], [1.0694, 1.3503, 0.6447], [3.9151, 1.9154, -3.0748], [4.1606, 0.2008, -2.7604], [2.4919, 0.1985, -0.9922], [3.7042, 1.4397, -0.6904], [0.8962, 1.8950, -1.7977], [-2.7978, 0.2987, -0.1149], [-2.8597, -1.1315, -1.1408], [-1.1848, -2.2361, 0.3232]], "forces_ev_per_angstrom": [[0.3, 0.0, -0.1], [-1.2, -0.7, 0.5], [-0.9, 0.4, -0.5], [0.4, -0.8, 0.7], [0.0, -0.6, -0.2], [-0.6, 0.0, 0.4], [1.9, 1.2, -0.8], [0.2, -0.4, 0.4], [0.1, -0.8, 0.6], [0.3, -0.2, -0.7], [1.6, -0.8, 0.9], [0.1, 1.2, -1.2], [-0.6, 1.4, 0.2], [0.4, -1.2, 0.3], [0.3, 0.8, -0.3], [0.0, 0.0, -0.1], [-0.4, 0.2, -0.6], [-0.2, 0.3, -0.1], [-0.7, 0.1, 1.1], [0.2, 0.3, -0.4], [-0.6, -0.2, -0.3], [0.3, -0.2, 0.8], [0.2, -0.2, -0.6], [-0.3, -0.2, 0.3], [0.0, 0.2, 0.0], [0.0, 0.2, 0.0], [0.0, 0.1, 0.0], [0.0, 0.1, -0.1], [-0.2, 0.0, 0.0], [-0.2, 0.0, 0.0], [-0.1, 0.0, -0.2], [0.1, 0.0, 0.0], [0.0, 0.1, 0.2], [0.1, -0.1, 0.1], [0.0, 0.0, -0.1], [0.0, 0.2, -0.2], [-0.1, -0.2, -0.2], [0.0, -0.1, -0.2], [-0.2, 0.3, 0.1], [0.0, 0.0, 0.0], [-0.3, -0.1, 0.1], [0.1, 0.1, -0.1], [0.0, -0.1, -0.1], [0.0, -0.1, 0.1]]}

We obtain HOMO values of -11.64, -11.29, -5.31 eV for the records listed above, in that order.